Entry 1:
A structure of composition C20H19B11Br7F4NaO3PS at a distorted geometry. Source: OMol25; level of theory: ωB97M-V with the def2-TZVPD basis set.

Properties
Kohn-Sham gap   6.51 eV
Relative energy (zero: lowest compared OMol25 entry of this formula, charge and spin)   1.0744 eV
Electronic energy   -20592.2732 hartree

```
! RIJCOSX wB97M-V def2-TZVPD def2/J DEFGRID3
* xyz 1 1
Na 1.30312 0.01713 0.03529
Br 3.84766 0.55801 0.20734
B 3.93072 0.17606 2.15575
B 5.20426 -0.86875 2.76225
C 4.53696 -1.56887 4.15103
B 3.51314 -1.40356 2.80839
B 2.92373 -1.17661 4.46652
B 4.23964 -0.48826 5.42862
B 5.64372 -0.29760 4.37367
B 5.25075 0.87641 3.11193
Br 6.58453 2.01701 2.28967
B 4.64356 1.11762 4.77411
Br 5.29546 2.54153 5.90777
B 2.94990 0.56109 4.83824
Br 1.60686 1.33114 6.01171
B 2.51561 -0.01468 3.21990
Br 0.63606 0.18803 2.61866
B 3.56217 1.41863 3.38101
Br 2.91207 3.16079 2.83503
H 5.98350 -1.44940 2.08740
H 4.86864 -2.56092 4.41221
H 3.15979 -2.33551 2.17038
H 2.16996 -1.95884 4.93623
H 4.38808 -0.81993 6.55221
H 6.72680 -0.51128 4.79306
F -3.36505 5.04302 2.12680
C -3.26076 3.88461 1.51894
C -4.31020 2.99872 1.54635
F -5.43009 3.31180 2.16987
C -4.19136 1.78341 0.89676
F -5.27863 1.01473 0.91082
C -3.02014 1.40608 0.23821
P -2.95371 -0.20542 -0.55115
C -3.17302 -0.04992 -2.28629
C -2.11195 -0.25179 -3.16646
C -2.31405 -0.05139 -4.52295
C -3.55906 0.35437 -4.98729
C -4.61291 0.56659 -4.10458
C -4.42345 0.37273 -2.74813
C -4.07956 -1.33898 0.17158
C -4.93967 -2.09544 -0.62653
C -5.76496 -3.03067 -0.02246
C -5.72223 -3.20178 1.35627
C -4.85864 -2.44734 2.14649
C -4.03135 -1.50978 1.56056
C -1.98688 2.35859 0.16790
Br -0.40762 2.15829 -0.83568
C -2.10608 3.56815 0.81723
F -1.14433 4.47089 0.77691
H -1.13678 -0.54714 -2.80130
H -1.49643 -0.20264 -5.21642
H -3.70765 0.51720 -6.04715
H -5.57854 0.88693 -4.47364
H -5.24278 0.54808 -2.05673
H -4.96863 -1.95478 -1.70036
H -6.44176 -3.62162 -0.62564
H -6.37013 -3.93304 1.82372
H -4.82946 -2.59307 3.21879
H -3.35141 -0.92737 2.17479
C -1.33183 -3.27366 -1.13201
S -0.73456 -2.17636 0.09211
O -1.47100 -0.73684 -0.27313
O -1.17224 -2.56853 1.37588
O 0.62670 -1.83283 -0.18554
H -1.11437 -4.27137 -0.74662
H -0.79697 -3.08540 -2.06074
H -2.40966 -3.14104 -1.23569
*
```

Partial charges, natural (NBO), in e: number 1, Na, carries 0.843; number 2, Br, carries -0.085; number 3, B, carries -0.072; number 4, B, carries -0.078; number 5, C, carries -0.524; number 6, B, carries -0.122; number 7, B, carries -0.082; number 8, B, carries -0.087; number 9, B, carries -0.090; number 10, B, carries -0.114; number 11, Br, carries 0.003; number 12, B, carries -0.114; number 13, Br, carries 0.012; number 14, B, carries -0.112; number 15, Br, carries -0.012; number 16, B, carries -0.063; number 17, Br, carries -0.122; number 18, B, carries -0.077; number 19, Br, carries -0.012; number 20, H, carries 0.103; number 21, H, carries 0.327; number 22, H, carries 0.093; number 23, H, carries 0.099; number 24, H, carries 0.113; number 25, H, carries 0.114; number 26, F, carries -0.242; number 27, C, carries 0.354; number 28, C, carries 0.269; number 29, F, carries -0.254; number 30, C, carries 0.437; number 31, F, carries -0.294; number 32, C, carries -0.592; number 33, P, carries 1.977; number 34, C, carries -0.515; number 35, C, carries -0.169; number 36, C, carries -0.185; number 37, C, carries -0.146; number 38, C, carries -0.209; number 39, C, carries -0.122; number 40, C, carries -0.442; number 41, C, carries -0.187; number 42, C, carries -0.213; number 43, C, carries -0.124; number 44, C, carries -0.198; number 45, C, carries -0.156; number 46, C, carries -0.017; number 47, Br, carries 0.145; number 48, C, carries 0.295; number 49, F, carries -0.257; number 50, H, carries 0.223; number 51, H, carries 0.240; number 52, H, carries 0.242; number 53, H, carries 0.243; number 54, H, carries 0.226; number 55, H, carries 0.234; number 56, H, carries 0.241; number 57, H, carries 0.240; number 58, H, carries 0.246; number 59, H, carries 0.240; number 60, C, carries -0.896; number 61, S, carries 2.409; number 62, O, carries -1.032; number 63, O, carries -0.844; number 64, O, carries -0.942; number 65, H, carries 0.295; number 66, H, carries 0.272; number 67, H, carries 0.265

=====

Entry 2:
A structure of composition C20H19BiN6O2S. Source: OMol25; level of theory: ωB97M-V with the def2-TZVPD basis set.

Properties
Kohn-Sham gap   6.43 eV
Relative energy (zero: lowest compared OMol25 entry of this formula, charge and spin)   0.2949 eV
Electronic energy   -1864.7012 hartree

```
! RIJCOSX wB97M-V def2-TZVPD def2/J DEFGRID3
* xyz 2 1
Bi 0.38453 -0.19732 -0.22510
C -1.60220 -0.93267 -2.73654
O -1.85242 -0.30727 -1.45349
C -2.89626 -0.95834 -0.69742
C -2.30975 -2.05348 0.16080
O -1.38214 -1.47183 1.10058
C -2.00266 -1.09949 2.34520
H -2.53636 -1.00483 -3.29000
H -1.17264 -1.92915 -2.61293
H -0.91612 -0.28455 -3.27771
H -3.65553 -1.34298 -1.37928
H -3.35736 -0.18876 -0.07752
H -1.75071 -2.78098 -0.42973
H -3.09204 -2.59544 0.69336
H -2.54215 -1.95507 2.74857
H -2.68634 -0.25945 2.20924
H -1.20654 -0.82902 3.03503
N 1.77667 1.38340 3.65482
C 3.07796 0.90385 4.01984
C 3.76418 1.53927 5.03509
C 5.04250 1.10576 5.36633
C 5.62623 0.06470 4.66492
C 4.93760 -0.55654 3.62912
C 3.65277 -0.14445 3.32055
S 2.73338 -1.03370 2.10322
N 1.56008 0.17394 1.67890
C 1.19032 1.11786 2.49482
C 0.03750 1.96412 2.04285
C -0.32500 3.15584 2.63017
C -1.39196 3.87440 2.09602
C -2.05270 3.38520 0.98543
C -1.62211 2.19414 0.42663
N -0.61074 1.49826 0.95691
H 1.39498 2.11402 4.23439
H 3.31409 2.36883 5.56697
H 5.57950 1.59359 6.16720
H 6.62336 -0.26818 4.91601
H 5.39884 -1.36716 3.07975
H 0.22067 3.56364 3.46862
H -1.68200 4.81771 2.53890
H -2.87355 3.92255 0.53242
H -2.06691 1.79548 -0.47517
N 1.10507 1.54563 -1.25971
C 1.53570 2.59185 -1.59714
C 1.99920 3.83721 -1.80051
C 2.56526 4.19701 -3.05771
N 3.03605 4.47270 -4.06831
C 1.80285 4.70449 -0.68658
N 1.59720 5.28394 0.28626
*
```

Partial charges, natural (NBO), in e: number 1, Bi, carries 2.024; number 2, C, carries -0.280; number 3, O, carries -0.600; number 4, C, carries -0.107; number 5, C, carries -0.115; number 6, O, carries -0.597; number 7, C, carries -0.258; number 8, H, carries 0.228; number 9, H, carries 0.190; number 10, H, carries 0.223; number 11, H, carries 0.233; number 12, H, carries 0.206; number 13, H, carries 0.215; number 14, H, carries 0.233; number 15, H, carries 0.221; number 16, H, carries 0.184; number 17, H, carries 0.205; number 18, N, carries -0.534; number 19, C, carries 0.177; number 20, C, carries -0.223; number 21, C, carries -0.161; number 22, C, carries -0.168; number 23, C, carries -0.169; number 24, C, carries -0.259; number 25, S, carries 0.510; number 26, N, carries -0.828; number 27, C, carries 0.474; number 28, C, carries 0.148; number 29, C, carries -0.178; number 30, C, carries -0.070; number 31, C, carries -0.203; number 32, C, carries 0.079; number 33, N, carries -0.546; number 34, H, carries 0.429; number 35, H, carries 0.233; number 36, H, carries 0.250; number 37, H, carries 0.250; number 38, H, carries 0.244; number 39, H, carries 0.248; number 40, H, carries 0.268; number 41, H, carries 0.270; number 42, H, carries 0.244; number 43, N, carries -0.811; number 44, C, carries 0.602; number 45, C, carries -0.486; number 46, C, carries 0.248; number 47, N, carries -0.221; number 48, C, carries 0.300; number 49, N, carries -0.319